[1]
{"formula": "C6H6N4O", "method": "ωB97M-V/def2-TZVPD", "symbols": ["N", "N", "N", "C", "C", "H", "N", "C", "H", "C", "H", "H", "O", "H", "H", "C", "C"], "xyz": [[-2.459, -0.876, -0.028], [0.440, 2.066, -0.039], [-0.230, -1.679, -0.055], [-0.894, 2.329, 0.002], [-1.627, 0.114, 0.031], [-1.719, -3.033, 0.005], [-1.917, 1.435, -0.039], [0.749, 0.699, -0.067], [2.459, -1.212, -0.748], [-0.243, -0.322, -0.062], [-0.908, 3.266, -0.104], [-2.774, 1.683, 0.146], [2.057, 0.560, -0.094], [3.786, -0.876, 0.262], [2.188, -1.341, 0.868], [-1.535, -2.001, -0.082], [2.627, -0.811, 0.005]], "charge": 0, "smiles": "COc1nc[nH]c2ncnc1-2", "de_lowest_kcal_mol": 84.5}

[2]
{"formula": "C6H6N4O5", "method": "ωB97M-V/def2-TZVPD", "symbols": ["O", "O", "N", "N", "H", "H", "C", "N", "O", "C", "O", "H", "H", "C", "C", "O", "N", "C", "C", "H", "H"], "xyz": [[-1.714, 2.791, 1.822], [3.051, 0.623, 0.977], [2.155, 1.437, 1.520], [-0.582, 2.738, 1.667], [-0.212, -1.963, -2.122], [1.058, -2.392, -0.020], [-0.999, -1.400, -0.212], [2.540, -0.513, 0.626], [-0.862, 2.365, -2.830], [-0.894, -1.219, -1.808], [-0.139, 1.134, 1.940], [-1.849, -1.640, -2.187], [0.131, -2.218, 1.472], [1.007, 0.749, 1.406], [-0.727, 0.067, -2.368], [0.324, 3.378, 1.385], [-0.841, 1.197, -2.592], [0.328, -1.690, 0.537], [1.220, -0.538, 0.810], [-1.492, -0.589, 0.316], [-1.504, -2.319, -0.339]], "energy_ev": -22506.6212, "charge": 0, "smiles": "O=[N+]([O-])Oc1nonc1CCCC#[N+][O-]"}

[3]
{"formula": "C6H6N4OS", "method": "ωB97M-V/def2-TZVPD", "symbols": ["O", "S", "H", "C", "H", "H", "H", "H", "C", "N", "N", "C", "C", "N", "H", "N", "C", "C"], "xyz": [[-0.656, -0.443, -1.980], [1.303, 2.990, 2.571], [-1.121, 1.883, 1.944], [-0.614, -1.894, -0.419], [3.280, 2.021, 0.313], [-1.912, -3.208, -1.215], [-0.683, 0.429, 2.430], [-0.375, -2.324, 0.645], [0.742, 0.287, -0.062], [2.253, 1.546, 0.385], [1.928, 0.662, -0.554], [-1.379, -1.434, -2.347], [-1.424, -2.435, -1.428], [0.243, 1.066, 0.964], [-1.752, -1.247, -3.418], [-0.930, 0.922, 1.652], [-0.193, -0.752, -0.810], [1.288, 1.930, 1.328]], "charge": 0, "smiles": "Nn1c(-c2ccco2)n[nH]c1=S", "de_lowest_kcal_mol": 24.7}

[4]
{"formula": "C6H6O", "method": "ωB97M-V/def2-TZVPD", "symbols": ["C", "C", "H", "H", "C", "C", "O", "H", "H", "H", "C", "C", "H"], "xyz": [[-0.591, -0.216, -0.540], [1.217, 1.788, 1.563], [-0.867, -0.671, -1.497], [0.606, 1.245, -1.557], [1.044, 1.230, 0.514], [-0.398, -1.381, 0.361], [-1.690, 0.551, -0.161], [1.485, -0.196, -0.987], [-0.862, -3.443, -0.344], [-1.512, 0.801, 0.754], [0.714, 0.541, -0.728], [-0.563, -2.556, 0.150], [1.416, 2.308, 2.472]], "charge": 0, "smiles": "C#CC[C@H](O)C#C", "de_lowest_kcal_mol": 112.9}

[5]
{"formula": "C6H6O", "method": "ωB97M-V/def2-TZVPD", "symbols": ["H", "H", "H", "C", "C", "C", "C", "C", "H", "H", "H", "C", "O"], "xyz": [[1.727, 2.045, -0.001], [-0.251, -0.147, 2.722], [-0.356, 2.331, -1.391], [0.923, -0.914, 1.447], [1.123, 0.182, 0.758], [1.006, 1.228, -0.028], [-0.118, 1.347, -0.994], [-0.819, 0.292, -1.334], [-2.238, -1.189, -0.955], [-1.116, -1.467, -2.413], [1.354, -1.873, 1.175], [-1.423, -0.835, -1.583], [0.188, -0.999, 2.596]], "charge": 0, "de_lowest_kcal_mol": 82.3}

[6]
{"formula": "C6H6O", "method": "ωB97M-V/def2-TZVPD", "symbols": ["H", "C", "H", "H", "C", "H", "H", "C", "C", "C", "C", "O", "H"], "xyz": [[-0.617, -1.079, -1.911], [0.846, -0.424, -0.573], [-2.438, 0.223, -0.702], [0.220, 0.483, 2.581], [-1.095, 0.816, 0.883], [1.528, -0.713, -2.311], [-1.803, 1.417, 1.439], [1.152, 0.070, 0.685], [-1.443, 0.174, -0.286], [0.117, 0.511, 1.505], [-0.493, -0.609, -0.940], [1.862, -0.787, -1.414], [2.163, -0.083, 1.046]], "charge": 0, "smiles": "Oc1ccccc1", "de_lowest_kcal_mol": 12.7}